1.
The following is a quantum chemistry calculation of a structure of composition C55H42F3NaP3Si at a distorted geometry, from the OMol25 dataset.

Geometry as XYZ:
```
105
Properties=species:S:1:pos:R:3:lowdin_charge:R:1
Na -7.330 -19.050 3.677 0.1960
C -11.475 -18.968 -0.558 -0.1216
C -10.757 -18.027 -1.247 -0.1059
C -9.447 -17.786 -0.875 -0.1040
C -8.857 -18.412 0.251 -0.3746
C -9.610 -19.378 0.909 -0.0943
C -10.918 -19.656 0.496 -0.0881
P -7.126 -18.262 0.803 1.0897
C -6.787 -16.561 0.184 -0.3889
C -6.087 -16.304 -0.969 -0.1003
C -6.024 -14.976 -1.455 -0.0952
C -6.575 -13.928 -0.717 -0.1208
C -7.227 -14.179 0.475 -0.1355
C -7.318 -15.443 0.934 -0.1101
C -6.241 -19.467 -0.311 -0.4753
C -6.942 -19.777 -1.549 -0.1337
C -6.689 -21.007 -2.365 -0.1170
C -5.952 -22.131 -2.023 -0.1687
C -5.152 -22.447 -0.859 -0.2916
C -5.083 -19.849 0.119 -0.2144
Si -4.214 -19.971 1.889 0.7754
C -3.072 -19.269 3.266 -0.2473
C -2.334 -20.290 3.872 -0.1086
C -1.347 -19.944 4.839 -0.0633
C -1.063 -18.556 5.030 -0.0689
C -1.816 -17.547 4.397 -0.1275
C -2.858 -17.899 3.581 -0.3835
P -3.984 -16.612 2.843 1.1202
C -2.913 -15.653 1.725 -0.3962
C -1.580 -15.942 1.550 -0.1091
C -0.779 -15.115 0.723 -0.0925
C -1.351 -14.186 -0.157 -0.0647
C -2.779 -13.984 -0.027 -0.0751
C -3.494 -14.658 0.918 -0.1039
C -4.004 -15.559 4.359 -0.3840
C -5.060 -15.618 5.231 -0.0889
C -5.031 -14.870 6.391 -0.0930
C -4.044 -13.944 6.597 -0.0946
C -2.966 -13.885 5.679 -0.0919
C -2.944 -14.682 4.545 -0.1323
C -4.836 -21.647 2.119 -0.2994
C -3.769 -21.612 1.033 -0.2596
C -4.291 -21.222 -0.295 -0.2480
C -5.962 -23.349 0.028 -0.0415
C -6.167 -23.453 1.345 -0.0818
C -5.876 -22.433 2.388 -0.3832
P -6.953 -22.035 3.761 1.1138
C -8.055 -23.476 3.847 -0.3953
C -7.722 -24.665 4.514 -0.0677
C -8.572 -25.718 4.364 -0.1261
C -9.774 -25.602 3.771 -0.1101
C -10.132 -24.411 3.127 -0.0592
C -9.210 -23.334 3.134 -0.1100
C -5.833 -22.214 5.248 -0.3536
C -4.475 -22.476 5.226 -0.0860
C -3.822 -22.418 6.456 -0.0943
C -4.449 -22.090 7.652 -0.0965
C -5.806 -21.846 7.640 -0.0890
C -6.461 -21.868 6.426 -0.1249
H -12.507 -19.316 -0.870 0.1189
H -11.057 -17.597 -2.258 0.1259
H -8.809 -17.072 -1.418 0.1095
H -9.112 -19.853 1.775 0.0789
H -11.464 -20.434 0.990 0.0914
H -5.555 -17.134 -1.523 0.1254
H -5.561 -14.853 -2.470 0.1149
H -6.599 -12.916 -1.118 0.0991
H -7.618 -13.432 1.135 0.0999
H -7.813 -15.771 1.950 0.1415
H -7.899 -19.233 -1.824 0.0636
H -7.281 -21.077 -3.333 0.0939
H -5.935 -22.900 -2.781 0.0750
H -4.274 -23.060 -1.302 0.1572
H -2.389 -21.348 3.627 0.0892
H -0.843 -20.681 5.442 0.0860
H -0.209 -18.320 5.748 0.1151
H -1.541 -16.539 4.679 0.0876
H -1.105 -16.816 2.113 0.1219
H 0.303 -15.414 0.637 0.1097
H -0.763 -13.585 -0.815 0.0808
H -3.268 -13.301 -0.694 0.0902
H -4.567 -14.492 0.950 0.0822
H -5.929 -16.298 5.101 0.0850
H -5.911 -14.901 7.043 0.1104
H -3.984 -13.281 7.470 0.1010
H -2.177 -13.088 5.752 0.1101
H -2.056 -14.768 3.805 0.1249
H -2.941 -22.349 1.155 0.1260
H -3.478 -20.950 -0.988 0.1307
H -6.467 -24.140 -0.539 0.1078
H -6.915 -24.206 1.632 0.0868
H -6.829 -24.782 5.099 0.1072
H -8.243 -26.665 4.796 0.1106
H -10.384 -26.497 3.658 0.1035
H -11.041 -24.342 2.505 0.1057
H -9.446 -22.346 2.663 0.1060
H -3.957 -22.748 4.284 0.1026
H -2.748 -22.563 6.470 0.0931
H -3.923 -21.937 8.596 0.1026
H -6.357 -21.644 8.574 0.1145
H -7.522 -21.556 6.404 0.1089
F -8.665 -18.959 6.406 -0.1314
C -7.847 -17.976 5.698 -0.3750
F -7.920 -16.916 6.552 -0.0321
F -8.856 -17.705 4.659 -0.1603
```

Output
- Orbital gap (spin up / spin down): 0.18642 / 0.18639 Eh
- Charge: -1



2.
The following is a quantum chemistry calculation of a cluster of 8 separate species, ClH14O11 in total at a distorted geometry, from the OMol25 dataset.

Geometry as XYZ:
```
26
Properties=species:S:1:pos:R:3:nbo_charge:R:1
Cl 5.176 5.481 -28.881 2.5676
O 3.838 5.786 -29.362 -0.9448
O 5.085 4.354 -28.019 -0.8285
O 5.850 5.035 -30.043 -0.9075
O 5.675 6.712 -28.317 -0.8690
O 8.604 7.884 -27.761 -0.9507
H 7.747 7.546 -28.020 0.4857
H 9.217 7.477 -28.374 0.4621
O 3.953 5.306 -32.516 -0.9607
H 4.838 4.978 -32.357 0.4681
H 3.611 5.505 -31.644 0.4914
O 6.198 7.953 -31.760 -0.9489
H 6.765 8.061 -30.997 0.4660
H 5.925 7.036 -31.730 0.4807
O 6.637 5.594 -25.522 -0.9433
H 6.653 5.835 -26.448 0.4788
H 6.318 6.378 -25.076 0.4606
O 6.984 1.995 -30.215 -0.9456
H 6.292 2.644 -30.089 0.4886
H 7.180 2.030 -31.151 0.4561
O 2.472 2.832 -27.892 -0.9470
H 1.653 3.214 -27.574 0.4567
H 2.905 3.548 -28.358 0.4886
O 2.895 8.270 -27.580 -0.9590
H 3.174 9.004 -28.126 0.4612
H 3.143 7.492 -28.079 0.4927
```

Output
- Orbital gap: 0.38566 Eh
- Energy relative to the best compared isomer or geometry (same formula, charge and spin): 30.2 kJ/mol
- Charge: -1



no.,E_tot (hartree)
1,-3896.311960
2,-1296.067226